This record from the Open Molecules 2025 dataset describes the molecule C16H19NO. The level of theory is ωB97M-V with the def2-TZVPD basis set.

**Orbital gap**: 0.2783 hartree
**SMILES string**: Oc1ccc(NC2CCCCC2)c2ccccc12
**LUMO level**: 0.0279 Eh
**2S+1**: 1
**Total charge**: 0
**Energy relative to the best compared isomer or geometry (same formula, charge and spin)**: 0.868 eV

CARTESIAN COORDINATES (ANGSTROEM)
O  5.115904  -0.674652  0.266077
C  2.669017  -4.112076  -0.300468
C  1.296129  -3.961739  -0.235457
C  3.163403  0.629309  0.624857
C  1.777898  0.792829  0.647617
C  3.459213  -2.979988  -0.182819
C  0.702680  -2.691660  -0.093185
C  3.732687  -0.591744  0.313001
C  0.947468  -0.275535  0.296357
C  2.918298  -1.699715  0.052330
C  1.511161  -1.545013  0.062622
N  -0.450749  -0.150622  0.308280
C  -3.772687  2.295865  -0.566200
C  -3.549430  1.981959  0.904130
C  -2.481729  2.644576  -1.324736
C  -2.538967  0.797198  0.972136
C  -1.469120  1.456314  -1.251713
C  -1.227707  1.100999  0.201248
H  5.538689  0.058500  0.757008
H  3.136584  -5.103224  -0.400852
H  0.684785  -4.849647  -0.296028
H  3.766659  1.501396  0.828722
H  1.404931  1.762426  0.887219
H  4.538337  -3.064594  -0.212500
H  -0.386743  -2.684849  -0.062658
H  -0.925327  -1.034908  0.156349
H  -4.275995  1.463683  -1.047714
H  -4.448730  3.155971  -0.632095
H  -3.175090  2.844734  1.396015
H  -4.445404  1.710145  1.432380
H  -2.021738  3.589694  -0.911019
H  -2.713232  2.890230  -2.379322
H  -3.017444  -0.147363  0.609455
H  -2.327622  0.648808  2.049730
H  -1.904027  0.613039  -1.817166
H  -0.527516  1.728241  -1.756065
H  -0.704589  1.901413  0.704465

Atomic forces in eV per Å
0.2 -0.4 0.1
1.4 0.6 0.1
-1.4 1.2 0.1
0.0 -0.8 -0.3
-0.4 -1.2 -0.7
0.2 -0.8 0.1
0.8 -2.0 -0.2
0.7 2.3 0.6
-1.1 1.9 0.8
0.1 -0.7 -0.2
-0.2 -0.4 0.0
1.0 -0.1 0.1
-0.4 1.1 0.0
0.9 -1.6 -1.2
0.5 0.2 0.0
-0.4 0.8 0.8
-0.7 1.2 -0.6
-0.4 -2.4 0.2
-0.7 -0.6 -0.4
-0.3 0.6 0.0
-0.3 0.0 0.0
0.3 0.0 0.1
-0.4 0.4 0.1
0.0 0.0 0.0
0.4 0.2 0.0
-0.2 0.9 0.0
-0.1 -0.3 -0.2
-0.1 -0.1 -0.2
0.7 0.8 0.5
-0.6 -0.2 0.0
-0.4 -0.9 -0.2
0.1 -0.2 0.5
0.4 0.7 0.0
0.3 -0.2 -0.6
0.2 0.1 0.4
-0.2 -0.1 0.2
0.2 0.2 0.2

***

This record from the Open Molecules 2025 dataset describes a structure of composition C7H9N2O3P. The level of theory is ωB97M-V with the def2-TZVPD basis set.

**Orbital gap**: 0.3323 hartree
**LUMO level**: 0.0157 Eh
**2S+1**: 1
**Total charge**: 0
**Energy relative to the best compared isomer or geometry (same formula, charge and spin)**: 2.357 eV

CARTESIAN COORDINATES (ANGSTROEM)
C  0.770646  -2.025417  -0.434689
C  1.482714  -2.893156  0.370774
C  -0.363859  -2.608848  1.351446
C  -0.703453  1.407457  0.269591
C  -0.052357  1.134106  -0.798626
C  -0.439119  2.430667  1.316300
C  1.017781  1.866872  -1.493725
N  -0.510507  -1.802820  0.193226
N  0.824271  -3.172073  1.571459
O  -2.873637  -1.304339  -1.192877
O  -1.852746  0.539566  0.528037
O  -0.730399  0.209106  -1.601517
P  -1.774296  -0.552523  -0.646286
H  0.951947  -1.541460  -1.389516
H  2.494725  -3.156705  0.264503
H  -1.087291  -2.650508  2.135578
H  -1.421658  2.830666  1.554832
H  0.140605  3.215390  0.759718
H  0.102308  2.050341  2.198308
H  1.665691  1.137790  -1.946160
H  1.613184  2.371758  -0.766616
H  0.745450  2.514130  -2.243758

Atomic forces in eV per Å
-1.3 -0.3 0.8
-0.8 1.7 0.3
0.2 1.1 0.5
-1.5 -0.1 4.0
0.0 0.5 -3.2
0.3 0.3 -1.2
1.2 -1.9 1.7
1.5 -0.4 -0.5
-1.8 0.9 -2.7
-0.6 0.4 -0.1
0.8 0.5 -1.3
-0.6 -1.1 0.1
3.1 -2.5 2.1
0.3 -0.4 0.3
1.0 -0.5 -0.4
-0.7 0.2 0.0
0.1 0.3 0.5
-0.4 -0.5 1.0
-0.3 0.2 -0.4
0.4 -0.4 -0.3
0.4 0.5 0.4
-1.2 1.5 -1.6

***

This record from the Open Molecules 2025 dataset describes a cluster of 3 separate species, C32H30O8 in total. The level of theory is ωB97M-V with the def2-TZVPD basis set.

**Orbital gap**: 0.2487 hartree
**SMILES string**: CCOC(=O)CCCC1=C(Cc2ccc(C)cc2)C(=O)C=CC1=O.O=C1C=CC(=O)C=C1.O=C1C=CC(=O)C=C1
**LUMO level**: -0.0728 Eh
**2S+1**: 1
**Total charge**: 0

CARTESIAN COORDINATES (ANGSTROEM)
C  -1.078951  1.865670  1.350188
C  -1.897758  1.803604  0.008998
O  -1.349486  2.735268  -0.940583
C  -1.691190  2.382760  -2.256329
O  -2.763561  2.754433  -2.661699
C  -0.698911  1.577687  -3.180573
C  -0.942802  0.045846  -2.866886
C  -0.846032  -0.902311  -4.116742
C  0.453882  -0.738730  -4.952141
C  1.714453  -0.979416  -4.477676
C  2.011982  -1.419752  -3.012061
C  2.636879  -0.252541  -2.161376
C  1.989826  0.051387  -0.883079
C  2.472982  1.110605  -0.007042
C  3.646722  1.880315  -0.444665
C  4.206971  3.063635  0.412356
C  4.356565  1.590286  -1.700361
C  3.814384  0.509475  -2.538002
C  2.954959  -0.828973  -5.407783
O  4.007195  -1.396024  -5.183875
C  2.891587  0.027962  -6.708624
C  1.635716  0.277904  -7.182493
C  0.374124  -0.278748  -6.444865
O  -0.649617  -0.368202  -7.088671
H  -0.355144  2.730260  1.357001
H  -1.726264  1.995677  2.263632
H  -0.485099  0.930479  1.538709
H  -2.972018  2.032790  0.268980
H  -1.872387  0.739138  -0.346367
H  0.327460  1.867979  -2.815077
H  -0.854917  1.851673  -4.252757
H  -2.005620  -0.037898  -2.491747
H  -0.304269  -0.366846  -2.050997
H  -0.900461  -1.969683  -3.754463
H  -1.722151  -0.786978  -4.816084
H  2.819348  -2.209017  -3.081386
H  1.152954  -1.915326  -2.494704
H  1.094910  -0.543218  -0.586658
H  1.964656  1.337886  0.962829
H  4.233635  3.980569  -0.243007
H  3.545341  3.314726  1.279561
H  5.237837  2.835945  0.783958
H  5.240019  2.199268  -1.995098
H  4.353734  0.307298  -3.489975
H  3.822275  0.368705  -7.207151
H  1.551567  0.859989  -8.133671
C  -0.626992  0.417065  6.470971
C  -0.972576  0.934834  7.648202
C  -2.290831  1.580504  7.846099
O  -2.606011  2.054160  8.917073
C  -3.209714  1.626337  6.684835
C  -2.863220  1.108315  5.508093
C  -1.545516  0.463332  5.311583
O  -1.229371  -0.011806  4.237367
H  0.332169  -0.057936  6.307512
H  -0.313688  0.909200  8.506916
H  -4.169005  2.101153  6.847471
H  -3.521973  1.133706  4.648661
C  -2.298809  -5.280420  2.631596
C  -1.554513  -4.645454  1.728102
C  -1.397379  -3.173416  1.761209
O  -0.719864  -2.592387  0.935301
C  -2.097479  -2.435164  2.837418
C  -2.841804  -3.070569  3.740571
C  -2.999491  -4.541994  3.708360
O  -3.676154  -5.122519  4.532462
H  -2.425997  -6.355590  2.623000
H  -1.035304  -5.169366  0.935229
H  -1.970598  -1.360987  2.846811
H  -3.361202  -2.546552  4.533615

Atomic forces in eV per Å
0.4 0.2 0.5
-0.3 -0.6 1.8
0.4 -1.5 -0.8
-0.8 0.8 -0.9
0.7 -0.5 0.0
0.5 0.2 2.1
-1.0 -0.3 -0.4
0.1 -0.4 -0.6
1.2 0.4 -0.4
-0.5 0.2 0.1
1.6 -0.1 -0.6
-0.2 1.1 1.6
1.3 1.0 -0.4
1.4 -0.4 -2.3
0.0 -0.5 -0.4
-0.5 -0.1 -0.5
-3.1 -1.8 1.0
0.0 0.9 1.1
0.4 0.4 -1.0
-0.8 0.2 0.4
-2.4 -0.3 0.9
1.4 -0.2 0.7
0.3 0.1 -0.3
0.3 0.1 0.6
-0.8 -0.8 -0.2
0.4 -0.1 -1.1
-0.5 0.8 -0.3
1.0 0.0 -0.7
0.1 1.0 0.0
-0.8 -0.3 -0.8
-0.1 -0.2 1.0
1.0 -0.1 -0.5
-0.4 0.7 -0.7
0.1 1.0 -0.3
0.9 0.1 0.7
-0.8 0.7 0.0
0.6 0.8 -0.5
0.9 0.5 -0.1
0.6 -0.2 -1.1
0.2 -0.9 0.7
0.6 -0.4 -0.7
-0.9 0.2 -0.3
-0.8 -0.7 0.2
-0.6 0.0 0.9
-0.7 -0.5 0.6
-0.6 -0.7 1.0
0.1 0.0 0.2
0.1 -0.1 -0.1
-0.1 0.1 0.3
0.0 -0.1 -0.1
-0.1 0.0 -0.2
-0.1 0.1 0.1
0.1 0.0 -0.1
0.0 0.2 0.3
0.0 0.0 0.0
0.0 0.0 0.0
0.0 0.0 0.0
0.0 0.0 0.0
0.1 0.0 -0.2
0.0 -0.2 0.0
0.1 0.1 -0.1
-0.1 0.0 0.0
-0.2 0.0 0.0
0.1 0.1 -0.1
-0.2 -0.1 0.2
0.1 0.0 -0.1
0.0 0.0 0.0
0.0 0.0 0.0
0.0 -0.1 -0.1
0.0 0.0 0.0

***

This record from the Open Molecules 2025 dataset describes a structure of composition C29H45BrF3GeN3O3Y. The level of theory is ωB97M-V with the def2-TZVPD basis set.

**Orbital gap (spin up / spin down)**: 0.2673 / 0.1708 hartree
**Expectation value of S²**: 0.7530
**LUMO level (spin up / spin down)**: -0.2114 / -0.3079 Eh
**2S+1**: 2
**Total charge**: +2
**Energy relative to the best compared isomer or geometry (same formula, charge and spin)**: 0.000 eV

CARTESIAN COORDINATES (ANGSTROEM)
Y  -19.014763  -5.000104  -5.577934
C  -19.375262  -4.390432  -9.569537
C  -20.146449  -3.556662  -8.544673
C  -19.290730  -2.351362  -8.209568
C  -21.491233  -3.132564  -8.919923
O  -20.333564  -4.458556  -7.346277
Ge  -21.446437  -5.885418  -7.402211
O  -22.375502  -5.590551  -5.983604
C  -23.688965  -6.195994  -5.683426
C  -24.692815  -5.611775  -6.627971
C  -24.159042  -5.833323  -4.336476
C  -23.572178  -7.700249  -5.749057
O  -20.139523  -6.866285  -6.657640
C  -19.772254  -8.295404  -6.855514
C  -20.208370  -9.091795  -5.665449
C  -20.447578  -8.700287  -8.193748
C  -18.285084  -8.454784  -6.965242
H  -19.247941  -3.840555  -10.520823
H  -19.947184  -5.309053  -9.773213
H  -18.405227  -4.696824  -9.178163
H  -19.085277  -1.821156  -9.149377
H  -18.347620  -2.604179  -7.732015
H  -19.845808  -1.621558  -7.608656
H  -21.493645  -2.314823  -9.622679
H  -21.931172  -2.786400  -8.028228
H  -22.125100  -3.997269  -9.219549
H  -24.655355  -4.516200  -6.488688
H  -25.722875  -5.844839  -6.392337
H  -24.551188  -5.764167  -7.690396
H  -24.365821  -4.765459  -4.296003
H  -23.484172  -6.003897  -3.495035
H  -25.086315  -6.356990  -4.112844
H  -23.079363  -8.063482  -6.626815
H  -24.499396  -8.244430  -5.640741
H  -22.921228  -7.988395  -4.892444
H  -21.295937  -9.203157  -5.450135
H  -19.793309  -8.646245  -4.768135
H  -19.843580  -10.123694  -5.723424
H  -21.522442  -8.543698  -8.158432
H  -20.264950  -9.713745  -8.426506
H  -19.989320  -8.076108  -8.957585
H  -17.778953  -8.040781  -6.132879
H  -17.896457  -7.989993  -7.882350
H  -17.959501  -9.494785  -6.949810
N  -18.016044  -3.083546  -4.229834
C  -18.468971  -2.713918  -2.855157
C  -19.894402  -2.171434  -2.867572
C  -20.930013  -3.141873  -3.324963
N  -20.728318  -3.524333  -4.775547
H  -17.010456  -3.234047  -4.229369
H  -18.174045  -2.269577  -4.859946
H  -17.840981  -1.977445  -2.331321
H  -18.460130  -3.634226  -2.260225
H  -19.964553  -1.250703  -3.456209
H  -20.151784  -1.837381  -1.840390
H  -21.899461  -2.642492  -3.242475
H  -20.932214  -4.089165  -2.800026
H  -20.681086  -2.698006  -5.367258
H  -21.552484  -4.012102  -5.169860
Br  -21.403791  -8.536750  -1.345653
C  -19.823952  -7.736718  -1.967506
C  -18.570901  -7.971192  -1.348825
C  -17.495066  -7.335021  -1.908740
C  -17.702651  -6.474334  -3.021273
N  -18.896248  -6.231184  -3.583645
C  -19.948743  -6.915402  -3.071211
H  -18.504972  -8.644585  -0.560720
H  -16.514188  -7.505823  -1.549993
H  -16.886771  -6.033955  -3.543833
H  -20.938903  -6.725577  -3.482766
F  -12.294809  -1.881913  -11.613899
C  -11.822706  -2.811257  -10.704801
F  -10.862755  -2.191286  -9.964892
F  -11.235520  -3.806071  -11.390381
C  -12.906664  -3.299468  -9.752321
C  -13.308069  -2.418209  -8.776471
C  -14.255494  -2.815025  -7.829706
C  -14.805737  -4.146158  -7.967523
C  -14.418851  -4.953342  -9.011139
C  -13.417474  -4.563512  -9.899194
C  -15.872184  -4.544206  -7.133113
C  -16.921816  -4.763206  -6.552107
H  -12.796466  -1.460314  -8.735251
H  -14.546676  -2.254111  -6.954152
H  -14.817318  -5.918167  -9.084089
H  -13.079759  -5.225011  -10.671988

Atomic forces in eV per Å
0.9 0.2 -0.2
-0.6 -0.2 -0.3
2.0 -0.9 -0.2
-0.4 0.6 0.4
-1.2 -0.8 -0.7
0.2 1.0 -0.5
0.4 -0.6 -1.3
-1.5 0.3 1.5
-0.2 -0.9 -1.1
-0.4 1.8 -0.5
0.1 1.3 1.8
1.1 -0.3 1.3
1.3 -0.6 0.5
-1.2 -0.5 -1.1
-1.3 -0.8 1.0
0.5 1.2 1.1
0.5 0.3 -1.3
-0.1 -0.3 0.5
0.1 0.1 -0.2
0.1 0.2 0.0
0.1 -0.3 0.2
0.2 -0.1 0.0
0.1 -0.1 0.2
-0.1 -0.1 -0.5
-0.8 0.8 1.1
0.3 0.6 -0.4
0.0 -0.3 -0.1
-0.1 -0.5 0.1
0.3 -0.5 -0.3
-0.2 0.2 0.0
0.3 -0.4 -0.2
0.0 0.0 -0.1
0.2 -0.2 -0.8
-0.4 0.2 0.0
-0.4 -0.1 -0.5
0.6 0.4 -0.6
0.3 -0.1 0.1
0.1 0.3 -0.1
-0.2 0.0 0.0
0.2 -1.2 -0.3
-0.1 0.0 -0.3
0.5 0.8 1.0
0.0 -0.1 0.3
-0.4 -0.1 -0.3
-0.1 0.7 -0.1
-0.4 0.0 0.2
0.5 0.4 0.9
-0.8 0.0 -1.6
-0.7 0.0 0.0
0.0 0.1 -0.1
0.4 -0.6 0.6
0.2 -0.3 -0.5
0.1 0.1 0.0
0.1 0.0 -0.2
0.2 -0.3 -0.5
-0.1 -0.4 0.2
0.0 0.0 0.5
0.1 0.3 0.2
0.2 0.2 0.7
0.1 -0.1 0.1
0.2 -0.1 0.2
-1.5 1.2 -2.1
-0.6 1.0 -1.4
-0.3 -0.9 0.6
-0.1 -1.4 1.0
0.1 0.7 0.6
0.2 -1.0 1.4
0.8 0.0 0.3
0.8 0.4 0.0
0.2 -0.1 -0.1
0.5 -1.1 1.0
0.2 0.7 0.0
-0.3 -0.2 -0.7
-0.4 0.5 0.2
0.9 0.1 -1.5
-0.6 0.4 1.4
0.2 -1.8 -0.8
0.7 2.1 -0.1
1.2 0.4 -0.3
-0.8 0.1 0.6
-0.6 0.2 0.2
-0.4 -0.3 0.5
-0.3 0.0 0.2
0.1 0.4 -0.2
-0.7 -1.3 -0.1
0.1 -0.1 -0.2

***

no.,total energy (hartree)
1,-751.08581
2,-948.74853
3,-1839.12707
4,-6510.47469